70
Properties=species:S:1:pos:R:3:nbo_charge:R:1 method="wB97M-V/def2-TZVPD" gap_ev=5.4 e_tot_ha=-1516.52048 lumo_ev=2.96 homo_energy_ev=-2.4 charge=-1 relative_energy_kj_mol=28.65
Pd -0.16 -0.08 0.19 0.004
Si -0.52 -3.21 1.90 1.845
N -2.84 0.46 -0.61 -0.426
N 0.66 2.38 -0.09 -0.442
N 2.74 0.34 -0.13 -0.431
N -0.20 -2.51 0.42 -1.227
N -5.30 -0.07 -0.11 -0.428
C 0.87 -2.38 -3.09 -0.205
C 0.54 -2.45 3.26 -1.132
C 3.68 -0.52 -0.81 -0.404
C 2.52 -0.09 1.24 -0.435
C 3.11 1.73 -0.21 -0.218
C -2.30 -2.91 2.42 -1.127
C -3.12 -0.95 -0.92 -0.276
C -0.28 -5.08 2.12 -1.138
C 0.42 -2.01 -1.84 -0.290
C 0.53 2.38 -1.54 -0.424
C 1.16 -3.71 -3.39 -0.334
C -3.71 1.31 -1.41 -0.251
C 0.52 -4.30 -1.13 -0.278
C -3.13 0.70 0.81 -0.265
C 2.03 2.68 0.32 -0.222
C -5.20 0.92 -1.17 -0.252
C 0.23 -2.95 -0.79 0.203
C -4.58 -1.29 -0.53 -0.257
C -4.64 0.46 1.09 -0.257
C -0.24 3.35 0.50 -0.403
C 0.98 -4.65 -2.39 -0.222
H 2.06 2.70 1.41 0.197
H 1.00 -1.61 -3.85 0.187
H -1.26 3.14 0.17 0.205
H 0.39 -5.07 -0.38 0.189
H 2.30 3.70 -0.03 0.159
H -2.99 -3.45 1.76 0.219
H 0.88 3.33 -1.97 0.142
H 2.29 -1.15 1.25 0.232
H 3.74 -0.25 -1.86 0.191
H -0.92 -5.65 1.44 0.222
H -5.80 1.79 -0.89 0.186
H 3.41 0.10 1.87 0.137
H -0.21 3.27 1.59 0.201
H 0.19 -0.97 -1.56 0.190
H -5.15 1.39 1.36 0.182
H -2.85 1.73 1.06 0.187
H -0.51 2.22 -1.80 0.217
H -2.49 0.03 1.38 0.231
H 0.02 4.38 0.22 0.147
H 0.48 -1.36 3.22 0.236
H -4.78 -0.25 1.91 0.199
H 1.20 -5.70 -2.59 0.186
H 4.69 -0.46 -0.37 0.143
H 0.22 -2.78 4.25 0.210
H 1.59 -2.73 3.12 0.219
H -0.53 -5.36 3.15 0.217
H -5.65 0.50 -2.07 0.189
H 1.11 1.56 -1.96 0.224
H -4.61 -2.00 0.30 0.200
H -3.44 1.17 -2.46 0.194
H -2.48 -3.24 3.45 0.213
H 1.66 0.44 1.67 0.214
H -2.94 -1.10 -1.98 0.197
H -5.13 -1.73 -1.36 0.187
H 0.76 -5.37 1.93 0.224
H 3.33 -1.55 -0.75 0.224
H -2.55 -1.85 2.36 0.222
H 3.32 1.97 -1.25 0.189
H 1.53 -3.99 -4.37 0.188
H -3.52 2.35 -1.15 0.183
H -2.40 -1.56 -0.37 0.260
H 4.04 1.93 0.36 0.155



35
Properties=species:S:1:pos:R:3:nbo_charge:R:1 method="wB97M-V/def2-TZVPD" gap_ev=9.3 e_tot_ha=-34458.80817 lumo_ev=-0.89 homo_energy_ev=-10.2 charge=0
Br 4.94 2.39 1.41 0.341
Br -4.62 -2.43 1.82 0.105
Br -3.89 0.22 3.42 0.094
Br 1.37 1.90 -4.36 0.092
Br -4.09 -4.92 -3.10 0.088
Br -3.05 -2.64 -5.08 0.084
Br 0.71 -4.14 -2.10 0.092
Br -3.33 -2.05 -1.96 0.088
Br 1.71 -2.36 0.35 0.113
Br 1.87 4.76 -3.05 0.101
Br 2.88 2.13 -1.56 0.108
Br -0.07 -1.05 -1.95 0.099
Br -4.10 0.29 0.24 0.094
Cl 0.29 3.47 1.81 -0.085
O 4.71 0.77 2.26 -0.574
O 2.45 1.35 2.37 -0.543
O 3.40 -0.04 3.81 -0.540
C -4.75 -0.52 1.87 -0.497
C 1.25 -2.39 -1.52 -0.494
C -2.95 -3.38 -3.30 -0.506
C 1.87 0.73 1.20 -0.125
C -0.17 1.80 2.31 -0.355
C 0.33 0.76 1.35 -0.449
C 1.54 2.89 -2.72 -0.499
C 3.48 0.67 2.86 0.981
H 2.21 -0.30 1.04 0.198
H -5.80 -0.27 1.94 0.227
H 2.15 -2.14 -2.08 0.229
H 0.23 1.59 3.30 0.226
H -1.24 1.79 2.40 0.221
H -1.94 -3.71 -3.14 0.224
H -0.02 -0.21 1.70 0.223
H 0.60 2.82 -2.20 0.225
H -0.09 0.89 0.35 0.216
H 2.10 1.35 0.32 0.200



36
Properties=species:S:1:pos:R:3:lowdin_spin:R:1 method="wB97M-V/def2-TZVPD" gap_ev="8.2 / 5.7" multiplicity=5 e_tot_ha=-914.33872 lumo_ev="-7.90 / -10.40" homo_energy_ev="-16.1 / -16.1" charge=+2 relative_energy_kj_mol=31.63
Ru 0.12 0.01 0.18 2.587
O -0.50 -0.68 -2.09 0.131
O -2.48 0.21 -2.20 0.461
N -1.57 -0.43 -2.74 0.355
N 0.65 -2.10 0.22 0.066
N 2.10 -0.17 -0.74 0.036
C -1.87 0.20 0.87 0.016
C 2.26 -3.83 -0.20 0.003
C -0.73 1.88 -0.26 0.065
C 4.00 -1.53 -1.24 0.001
C 1.36 -4.77 0.30 0.007
C 0.11 -4.35 0.75 0.002
C 0.79 0.55 1.92 0.058
C 4.03 0.82 -1.72 0.000
C 4.68 -0.43 -1.72 0.011
C 1.87 -2.48 -0.24 0.010
C 2.73 0.91 -1.22 0.015
C 2.70 -1.39 -0.76 0.010
C -0.23 -3.00 0.70 0.015
H -1.69 1.81 -0.80 0.009
H 3.24 -4.08 -0.58 0.000
H 4.51 1.72 -2.08 0.000
H 1.64 -5.82 0.34 0.000
H -0.82 2.44 0.69 0.017
H 0.00 2.42 -0.90 0.014
H -1.92 -0.51 1.72 0.016
H -1.18 -2.58 1.03 0.002
H 1.24 -0.30 2.45 0.021
H 5.70 -0.52 -2.10 0.000
H -0.04 0.95 2.51 0.024
H -2.27 1.18 1.21 0.007
H 4.44 -2.55 -1.23 0.000
H -2.49 -0.18 0.04 0.012
H 1.56 1.33 1.81 0.025
H 2.15 1.85 -1.17 0.002
H -0.63 -5.05 1.15 0.000